No. 1
{
  "formula": "C10H29N2O14SV",
  "method": "ωB97M-V/def2-TZVPD",
  "molar_mass_g_mol": 484.35,
  "orbital_gap_ev": 7.84,
  "total_charge": 0,
  "elements": ["O", "V", "O", "C", "C", "O", "O", "H", "H", "H", "C", "O", "H", "H", "H", "H", "C", "O", "H", "H", "H", "H", "C", "O", "H", "H", "H", "H", "O", "S", "O", "O", "C", "C", "C", "H", "H", "H", "H", "H", "H", "H", "H", "C", "N", "O", "O", "H", "H", "H", "C", "N", "O", "O", "H", "H", "H"],
  "xyz": [[-2.559739, 3.573295, 0.189422], [-3.279842, 2.200410, -0.019383], [-4.356206, 2.052537, 1.110545], [-0.414785, -0.786854, -0.053716], [-1.391269, 0.338564, -0.108930], [-2.546248, 0.201986, 0.417556], [-1.105175, 1.447350, -0.619409], [-0.945078, -1.693912, 0.239767], [0.350970, -0.618090, 0.700906], [0.059234, -0.973824, -1.012293], [2.348102, -3.876308, -1.002618], [2.666503, -2.485721, -1.175238], [1.802864, -4.274472, -1.857059], [3.270178, -4.438378, -0.863681], [1.734075, -3.999089, -0.109222], [2.325999, -2.216008, -2.031186], [-2.348884, -2.991054, 2.398269], [-3.480709, -3.380452, 3.144478], [-1.672975, -2.392949, 3.022633], [-1.766382, -3.880777, 2.146499], [-2.586545, -2.467105, 1.469837], [-3.809709, -2.621163, 3.633944], [-6.001014, -1.527127, 0.411304], [-5.173382, -0.972996, -0.609816], [-5.416355, -2.107729, 1.133400], [-6.512964, -0.746380, 0.981381], [-6.714642, -2.189734, -0.068978], [-4.326209, -0.754720, -0.209301], [4.814440, 2.780698, -3.681054], [4.684567, 3.300691, -2.375026], [4.014943, 4.535464, -2.134944], [3.963197, 2.156516, -1.566716], [3.596789, 2.427331, -0.199842], [2.299459, 1.706213, 0.086446], [6.268986, 3.354188, -1.611577], [3.518016, 3.501856, -0.018363], [4.393160, 2.068087, 0.461450], [2.083468, 1.708685, 1.153398], [2.377690, 0.700187, -0.332438], [1.452604, 2.157950, -0.433615], [6.792274, 2.428244, -1.811909], [6.114973, 3.528898, -0.546783], [6.755348, 4.244444, -2.004902], [-1.313373, -0.651926, -3.601035], [-2.635143, 0.003628, -3.697017], [-3.548230, -0.460234, -3.047653], [-2.710905, 0.960028, -4.445313], [-1.098841, -1.071080, -4.581288], [-1.323287, -1.404128, -2.823688], [-0.569759, 0.116559, -3.398416], [0.587163, 0.746997, 3.721992], [-0.198599, 0.243988, 4.860965], [-1.359768, 0.592689, 4.961362], [0.382324, -0.506127, 5.601969], [0.903028, -0.156974, 3.192923], [1.526954, 1.202968, 4.020937], [0.078704, 1.364837, 2.991040]],
  "forces_ev_per_a": [[-0.65, -0.18, 0.12], [1.16, -1.26, 0.84], [0.13, 0.47, -0.59], [-0.33, -0.86, 0.17], [0.19, 0.85, -0.11], [-0.58, 0.56, -0.07], [-0.35, -0.35, -0.34], [0.05, 0.04, -0.03], [0.09, 0.25, -0.11], [0.18, 0.28, 0.01], [0.09, 0.35, 0.14], [-0.27, -0.29, -0.05], [0.03, -0.06, -0.03], [0.02, -0.05, -0.07], [-0.03, 0.01, -0.01], [0.15, 0.08, 0.01], [0.67, -0.09, 0.37], [-0.20, -0.13, -0.12], [-0.08, 0.24, -0.23], [-0.30, -0.12, -0.04], [-0.17, 0.13, 0.10], [0.03, 0.01, -0.06], [0.38, 0.12, 0.19], [-0.08, 0.00, 0.16], [-0.02, -0.09, -0.14], [-0.15, 0.00, -0.15], [-0.14, 0.04, 0.02], [0.12, -0.03, 0.02], [0.11, -0.24, -0.92], [0.04, 0.03, 0.35], [-0.06, 0.34, 0.10], [-0.12, -0.11, 0.32], [-0.06, 0.13, 0.69], [-0.14, 0.04, -0.70], [-0.28, 0.52, 0.29], [-0.13, -0.03, -0.29], [0.01, -0.19, -0.22], [0.07, -0.19, 0.04], [0.03, -0.16, 0.46], [0.10, 0.20, 0.08], [0.15, 0.00, -0.04], [0.07, -0.17, 0.01], [0.22, -0.19, -0.18], [0.58, 0.06, -0.18], [-0.02, 0.18, -0.23], [0.00, 0.15, 0.15], [-0.05, -0.14, 0.22], [-0.07, -0.10, 0.04], [-0.21, -0.08, -0.03], [-0.13, 0.07, 0.04], [1.09, -0.66, -1.42], [-0.61, 0.80, -0.19], [0.24, -0.10, -0.05], [0.19, -0.36, 0.44], [-0.09, -0.01, 0.07], [-0.25, 0.14, 0.56], [-0.60, 0.18, 0.54]]
}

No. 2
{
  "formula": "C10H30AgO6",
  "method": "ωB97M-V/def2-TZVPD",
  "molar_mass_g_mol": 354.21,
  "e_above_lowest_kcal_mol": 0.00,
  "s_squared": 0.75,
  "orbital_gap_ev": [8.45, 6.46],
  "total_charge": 0,
  "spin_multiplicity": 2,
  "elements": ["Ag", "C", "C", "C", "O", "H", "H", "H", "H", "H", "H", "H", "C", "C", "C", "O", "H", "H", "H", "H", "H", "H", "H", "C", "O", "H", "H", "H", "H", "C", "O", "H", "H", "H", "H", "C", "O", "H", "H", "H", "H", "C", "O", "H", "H", "H", "H"],
  "xyz": [[0.212481, 0.152100, -0.165371], [0.898516, -3.614565, -0.674228], [1.771809, -2.371854, -0.842081], [3.046234, -2.649472, -1.618261], [1.080460, -1.343735, -1.447277], [1.443023, -4.423062, -0.174104], [0.603987, -3.982355, -1.660755], [0.022430, -3.371649, -0.072876], [2.064877, -2.053248, 0.182995], [3.647886, -3.431865, -1.142300], [3.644989, -1.743287, -1.694675], [2.795765, -3.012285, -2.618156], [-3.160896, 1.514912, 1.053695], [-1.911230, 2.351894, 0.781147], [-1.964228, 3.636691, 1.599818], [-0.728442, 1.688978, 1.018743], [-3.182532, 0.593071, 0.472192], [-4.052947, 2.107739, 0.812207], [-3.278165, 1.260405, 2.112796], [-1.951905, 2.638347, -0.296689], [-2.828220, 4.247717, 1.321000], [-1.062684, 4.232181, 1.460174], [-2.065044, 3.381232, 2.658436], [-1.244602, -1.372944, 2.454817], [-0.018820, -1.307909, 1.713661], [-1.658710, -2.387273, 2.438372], [-1.093479, -1.071689, 3.492441], [-1.953446, -0.705704, 1.978945], [0.629676, -1.865445, 2.152621], [3.416198, 0.382372, 1.184131], [2.229403, 0.963250, 0.671812], [3.436401, -0.677868, 0.947151], [4.296418, 0.851899, 0.735424], [3.488838, 0.481202, 2.271414], [2.189914, 1.875357, 0.976521], [1.093553, 3.023384, -1.975514], [0.345647, 1.817296, -2.007877], [1.763009, 3.102559, -2.837120], [0.450985, 3.905811, -1.929992], [1.734806, 3.015594, -1.097037], [0.064657, 1.687141, -2.917442], [-2.412669, -1.617762, -1.579553], [-1.770807, -0.391734, -1.253201], [-3.283118, -1.774063, -0.929282], [-2.722875, -1.653055, -2.622546], [-1.721557, -2.423146, -1.347211], [-2.305563, 0.334840, -1.586983]],
  "forces_ev_per_a": [[-0.29, -0.13, -0.45], [0.36, -0.20, -0.06], [-0.12, 0.24, 0.50], [0.18, -0.49, 0.02], [-0.53, 0.86, 0.37], [-0.01, 0.03, 0.01], [-0.17, 0.06, 0.05], [-0.08, 0.00, -0.10], [0.10, -0.16, -0.05], [-0.01, 0.07, 0.05], [-0.02, 0.04, -0.09], [0.00, 0.17, -0.05], [-0.55, 0.29, 0.18], [0.20, -0.19, -0.75], [-0.21, 0.06, 0.10], [0.77, -0.59, 0.27], [0.05, 0.03, 0.01], [0.03, -0.13, -0.15], [0.31, -0.03, -0.01], [-0.15, 0.10, 0.09], [0.01, -0.02, 0.00], [0.05, -0.07, -0.01], [0.12, 0.05, 0.00], [0.09, -0.25, -0.03], [-0.33, -0.27, 0.48], [0.09, 0.02, -0.02], [-0.02, 0.11, -0.03], [0.11, 0.16, -0.01], [0.07, -0.01, -0.11], [0.48, 0.02, 0.14], [0.43, 0.18, 0.16], [-0.16, 0.03, -0.16], [0.01, -0.07, 0.00], [-0.12, 0.05, -0.03], [-0.36, -0.03, 0.06], [0.34, 0.19, 0.02], [-0.02, 0.34, -0.29], [-0.12, -0.01, -0.04], [-0.05, -0.05, 0.00], [-0.16, -0.10, 0.11], [-0.04, -0.29, 0.05], [-0.19, -0.26, 0.60], [-0.40, -0.01, -0.50], [-0.07, 0.12, -0.17], [0.11, -0.06, -0.06], [0.21, 0.08, -0.28], [0.06, 0.11, 0.15]]
}

No. 3
{
  "formula": "C10H30Ba3NO8",
  "method": "ωB97M-V/def2-TZVPD",
  "molar_mass_g_mol": 704.33,
  "orbital_gap_ev": 6.40,
  "total_charge": 5,
  "elements": ["Ba", "Ba", "Ba", "N", "O", "O", "O", "C", "C", "O", "H", "H", "H", "H", "H", "H", "C", "C", "O", "H", "H", "H", "H", "H", "H", "C", "C", "O", "H", "H", "H", "H", "H", "H", "C", "C", "O", "H", "H", "H", "H", "H", "H", "C", "C", "O", "H", "H", "H", "H", "H", "H"],
  "xyz": [[-23.965738, -4.089864, -15.251627], [-18.935194, -2.067215, -16.670802], [-18.296997, -7.843003, -18.346347], [-20.352556, -5.492353, -16.361301], [-19.411771, -4.734665, -16.487418], [-20.227450, -6.693546, -16.753181], [-21.352248, -5.127508, -15.833179], [-18.640155, -5.677145, -10.747982], [-19.066351, -4.634747, -11.818055], [-19.897497, -5.223800, -12.786854], [-18.108285, -5.240789, -9.903952], [-18.027564, -6.452101, -11.209039], [-19.515986, -6.210991, -10.377733], [-18.139641, -4.425505, -12.358687], [-19.531631, -3.713038, -11.467583], [-19.909870, -4.506505, -13.428841], [-23.718334, -7.605158, -16.284509], [-24.657516, -6.971085, -17.298851], [-24.401944, -5.586307, -17.448278], [-23.661791, -6.991251, -15.382181], [-22.717256, -7.489784, -16.703055], [-23.898022, -8.634927, -15.981328], [-25.717251, -7.038948, -17.051994], [-24.558297, -7.499131, -18.247285], [-23.994796, -5.390559, -18.296696], [-16.479987, -8.777054, -15.018936], [-16.736171, -7.260468, -15.050186], [-16.397049, -6.796858, -16.354769], [-15.582791, -9.116311, -14.497495], [-16.296270, -9.223369, -15.998084], [-17.187390, -9.389561, -14.458559], [-16.333891, -6.664633, -14.231882], [-17.821458, -7.155312, -14.970523], [-15.940811, -5.958758, -16.240039], [-21.895534, -7.765421, -11.967032], [-23.094066, -6.826250, -12.308056], [-22.795328, -5.756072, -13.230398], [-20.872997, -7.412547, -12.105431], [-21.840495, -8.585198, -12.683165], [-22.034878, -8.032758, -10.920499], [-23.700829, -6.370551, -11.527330], [-23.723401, -7.425650, -12.967169], [-21.877523, -5.516095, -13.050729], [-21.100789, -9.651877, -15.088535], [-20.750547, -10.208214, -16.462923], [-19.423692, -9.834927, -16.722099], [-20.585673, -8.705128, -14.931999], [-20.725363, -10.366142, -14.354229], [-22.188611, -9.657047, -15.027662], [-21.339535, -9.646977, -17.190164], [-20.798866, -11.289629, -16.585379], [-18.936957, -10.430688, -16.142119]],
  "forces_ev_per_a": [[-0.46, -1.28, 0.70], [0.53, 0.13, -0.03], [0.34, -0.98, 0.94], [0.07, -4.47, -0.83], [2.99, 3.00, -0.83], [0.00, 1.42, 0.02], [-2.88, 1.37, 1.18], [-1.01, 0.23, -0.56], [2.18, -0.62, 1.56], [-1.32, -0.16, -1.42], [-0.03, 0.11, -0.15], [0.21, 0.19, -0.07], [-0.09, 0.23, 0.24], [0.24, 0.68, 0.20], [0.15, -0.12, 0.51], [-0.37, -0.39, -0.42], [0.48, 1.13, -0.21], [-1.08, -2.07, -0.01], [0.94, 1.66, 0.37], [-0.22, -0.14, 0.43], [0.18, -0.45, 0.04], [-0.33, 0.12, -0.32], [0.07, -0.21, 0.25], [0.01, 0.25, -0.13], [-0.25, -0.13, -0.27], [1.00, -0.64, 1.00], [-1.52, -1.88, 0.35], [0.02, 0.85, -0.78], [0.45, 0.71, -0.02], [-0.39, 0.24, -0.34], [-0.66, 0.44, -0.27], [0.58, -0.19, -0.24], [-0.24, 0.24, 0.20], [0.38, -0.06, -0.34], [-0.34, 0.76, -0.11], [-0.21, -1.24, -1.20], [0.63, 1.59, -1.14], [-0.22, 1.03, 0.43], [-0.76, -0.44, 0.51], [0.23, -0.63, -0.21], [0.47, -0.50, 0.48], [-0.58, -0.27, 0.72], [0.42, 0.13, 0.18], [-0.09, -1.67, -0.19], [-1.22, 1.11, 0.23], [2.31, 0.45, -0.80], [-0.49, 0.22, -0.06], [-0.10, 0.15, 0.32], [0.10, 0.42, 0.48], [-0.25, -0.55, -0.32], [-0.68, 0.10, 0.04], [0.81, 0.13, -0.11]]
}